Record 1
{"formula": "H28O14", "method": "ωB97M-V/def2-TZVPD", "species": ["H", "H", "H", "H", "H", "H", "H", "H", "H", "H", "H", "H", "H", "H", "H", "H", "H", "H", "H", "H", "H", "H", "H", "H", "H", "H", "H", "H", "O", "O", "O", "O", "O", "O", "O", "O", "O", "O", "O", "O", "O", "O"], "coordinates": [[-0.0491, -0.3355, -0.4304], [0.8625, 0.8783, -0.3543], [2.4557, -1.5835, 0.4575], [2.7567, -2.9288, 1.0975], [1.8340, 2.6583, -2.8229], [1.0296, 3.2286, -1.6663], [0.6251, 0.3217, 3.1622], [1.0993, 1.0617, 1.9223], [3.6621, 0.0558, -3.9589], [2.1813, 0.3376, -3.7642], [-2.6441, 0.1474, 2.5839], [-3.4274, 1.3205, 2.0181], [0.9068, -2.7229, 4.2035], [2.0228, -2.5340, 3.1890], [-4.3335, -1.7828, -2.7144], [-4.8591, -1.4270, -1.3334], [-4.3283, -1.8454, 0.1987], [-3.1334, -1.0080, 0.6243], [4.1877, 3.0850, -1.0956], [4.7265, 3.5354, 0.2523], [-2.5851, -2.0785, -0.4335], [-3.2241, -3.4512, -0.5651], [4.8499, -1.6809, -0.4554], [4.8996, -0.6862, 0.6927], [-2.1132, 2.8935, 1.3166], [-3.4981, 2.7904, 0.6990], [-2.6365, 0.8517, -1.9454], [-1.2344, 0.4618, -1.5070], [0.7460, -0.0084, 0.0053], [2.0394, -2.4157, 0.7088], [1.0822, 3.2293, -2.6287], [0.4812, 0.3809, 2.2110], [3.0292, 0.3792, -3.3079], [-3.1202, 0.9421, 2.8497], [1.5493, -2.0753, 3.8922], [-4.0465, -1.6418, -1.8052], [-3.8313, -1.5711, 0.9777], [4.8169, 3.6947, -0.6940], [-2.5457, -2.8883, -0.9548], [4.2822, -1.1689, 0.1316], [-2.6001, 2.4511, 0.6122], [-1.9159, 1.1292, -1.3687]], "lowdin_charge": [0.0338, 0.0442, -0.0170, 0.0208, 0.0054, 0.0287, 0.0332, 0.0311, 0.0391, 0.0379, 0.0204, -0.0096, 0.0396, 0.0104, 0.0747, 0.0522, 0.0120, 0.0332, 0.0204, 0.0326, -0.0098, 0.0462, 0.0604, 0.0566, 0.0569, 0.0514, 0.0379, 0.0125, -0.0499, -0.0801, -0.0504, -0.0774, -0.0548, -0.0696, -0.0572, -0.0718, -0.0323, -0.0555, -0.0948, -0.0412, -0.0662, -0.0538], "gap_ev": 9.71, "e_above_lowest_kj_mol": 533.00}

=====

Record 2
{"formula": "C6H11F4N3O3P", "method": "ωB97M-V/def2-TZVPD", "species": ["C", "C", "C", "N", "C", "N", "P", "O", "O", "O", "N", "C", "F", "F", "C", "F", "F", "H", "H", "H", "H", "H", "H", "H", "H", "H", "H", "H"], "coordinates": [[-1.5563, 2.2909, 2.6558], [-1.6256, 0.9970, 2.3345], [-2.2450, 0.5016, 1.0572], [-1.2868, 0.6777, -0.0767], [-0.1194, -0.0494, -0.0016], [1.0852, 0.4500, -0.5204], [0.9270, 0.7792, -2.1923], [-0.0281, -0.2001, -2.7236], [0.5213, 2.3072, -2.3458], [2.3942, 0.7148, -2.7382], [-0.0607, -1.2378, 0.5232], [1.1585, -2.0681, 0.6547], [2.1039, -1.3936, 1.2723], [0.7646, -3.0616, 1.4450], [1.6234, -2.6423, -0.7348], [2.7685, -2.0559, -1.0873], [1.8267, -3.9600, -0.5873], [-2.2902, 3.0040, 2.2890], [-0.7834, 2.6466, 3.3295], [-1.2436, 0.2550, 3.0352], [-3.1268, 1.0920, 0.7941], [-2.6084, -0.5314, 1.1393], [-1.7674, 0.4512, -0.9500], [1.3378, 1.3130, -0.0322], [-0.3695, 2.3680, -2.7282], [2.6679, 1.5272, -3.1940], [-0.9104, -1.6743, 0.8709], [0.8422, -2.5010, -1.4882]], "lowdin_charge": [0.0510, -0.1732, -0.1816, 0.0788, -0.3331, 0.0509, 0.3737, -0.2291, -0.0840, -0.0533, 0.2822, -0.4621, 0.1922, 0.1687, -0.2996, 0.1221, 0.1216, 0.0781, 0.0712, 0.1042, 0.1329, 0.1137, 0.1537, 0.1511, 0.1103, 0.1165, 0.1808, 0.1623], "total_charge": 1, "gap_ev": 8.77, "smiles": "C=CCN/C(NP(=O)(O)O)=[NH+]/C(F)(F)C(F)F"}

=====

Record 3
{"formula": "C6CrF18N3O12S6", "method": "ωB97M-V/def2-TZVPD", "species": ["Cr", "C", "F", "F", "F", "S", "O", "O", "N", "S", "O", "O", "C", "F", "F", "F", "C", "F", "F", "F", "S", "O", "O", "N", "S", "O", "O", "C", "F", "F", "F", "C", "F", "F", "F", "S", "O", "O", "N", "S", "O", "O", "C", "F", "F", "F"], "coordinates": [[-0.3006, -0.2594, 0.2594], [-1.1499, -3.6016, -1.7360], [-0.3938, -2.8741, -2.5193], [-1.9008, -4.3791, -2.4617], [-0.3963, -4.2795, -0.9103], [-2.2138, -2.4490, -0.6184], [-3.6205, -2.7401, -0.7706], [-1.6465, -2.4263, 0.7259], [-1.7148, -0.8619, -1.1064], [-2.6633, -0.5262, -2.3681], [-2.7908, -1.6482, -3.2761], [-3.8750, 0.1307, -1.9647], [-1.7052, 0.7345, -3.3930], [-0.4768, 0.3400, -3.6729], [-2.4172, 0.9105, -4.4903], [-1.6143, 1.8919, -2.7363], [1.8480, 0.3373, 3.5586], [1.0323, 1.3472, 3.3022], [3.0166, 0.5747, 2.9408], [2.0597, 0.2261, 4.8508], [1.1439, -1.2735, 2.8642], [1.8212, -2.2535, 3.6516], [-0.2787, -1.2797, 3.0626], [1.2561, -1.1725, 1.1286], [2.1102, -2.3906, 0.6693], [1.7436, -3.6481, 1.2620], [2.0396, -2.4517, -0.7679], [3.9370, -1.9824, 1.0198], [4.7373, -2.6644, 0.2120], [4.0931, -0.6805, 0.7630], [4.2397, -2.2663, 2.2822], [-2.8189, 2.9510, 0.4969], [-3.4997, 3.7032, 1.3542], [-3.4995, 1.9122, 0.1084], [-2.4799, 3.7342, -0.5170], [-1.2598, 2.3054, 1.4087], [-0.8876, 3.2925, 2.3763], [-1.6519, 1.0134, 1.9508], [-0.1001, 1.7802, 0.1985], [0.9662, 2.9862, 0.0458], [0.3119, 4.2708, -0.0195], [2.0990, 2.8609, 0.9081], [1.5937, 2.7405, -1.7125], [1.5495, 1.4639, -2.0488], [0.9055, 3.4762, -2.5434], [2.8514, 3.1249, -1.7675]], "lowdin_spin": [3.7400, 0.0009, 0.0008, 0.0001, 0.0002, 0.0058, 0.0014, 0.0059, 0.0348, 0.0092, 0.0019, 0.0041, 0.0010, 0.0011, 0.0001, 0.0006, 0.0016, 0.0011, 0.0001, 0.0004, 0.0098, 0.0086, 0.0151, 0.0321, 0.0112, -0.0008, 0.0074, 0.0023, 0.0010, 0.0002, 0.0002, 0.0017, 0.0006, 0.0005, 0.0002, 0.0102, 0.0064, 0.0328, 0.0325, 0.0072, -0.0012, 0.0038, 0.0009, 0.0058, 0.0001, 0.0003], "s2": 6.0088, "total_charge": -1, "gap_ev": [9.21, 11.08], "multiplicity": 5, "e_above_lowest_kj_mol": 89.04}

=====

Record 4
{"formula": "C5H7Cl2N2OS", "method": "ωB97M-V/def2-TZVPD", "species": ["C", "C", "C", "C", "C", "N", "N", "O", "S", "Cl", "Cl", "H", "H", "H", "H", "H", "H", "H"], "coordinates": [[-1.0552, -0.5791, -0.5094], [1.0634, 0.5497, 0.4475], [-0.5070, 0.6693, 0.2066], [-2.0340, -0.3416, -1.6215], [1.7506, 1.7633, 0.4830], [-0.6376, -1.7424, -0.2088], [1.5488, -0.6105, 0.8805], [0.3105, -2.4715, 2.2422], [0.5819, -1.8741, 0.8304], [-1.3330, 0.6113, 1.8777], [1.7194, -3.0967, -0.1638], [-0.6646, 1.6998, -0.3194], [-2.7575, -1.1280, -1.5416], [-1.3961, -0.5938, -2.4864], [-2.4753, 0.6532, -1.7663], [2.1578, 2.2171, -0.3901], [2.6355, 1.7085, 1.1389], [1.0925, 2.5657, 0.9006]], "lowdin_spin": [0.1047, 0.4545, 0.1911, 0.0367, 0.1039, 0.1347, 0.4878, 0.0708, 0.0667, 0.2308, 0.0558, 0.0027, 0.0025, 0.0065, -0.0001, 0.0249, 0.0111, 0.0149], "s2": 2.0116, "total_charge": 1, "gap_ev": [6.49, 5.76], "multiplicity": 3}

=====

Record 5
{"formula": "C3H4ClFO", "method": "ωB97M-V/def2-TZVPD", "species": ["O", "C", "C", "F", "C", "Cl", "H", "H", "H", "H"], "coordinates": [[-2.1314, -1.2908, 0.0389], [-1.5499, -0.3381, -0.3465], [-0.6231, 0.5466, 0.3992], [-0.4539, 1.7223, -0.3807], [0.7160, 0.0808, 0.8755], [1.8349, -0.4998, -0.3099], [-1.7547, 0.1910, -1.3915], [-1.2713, 0.9750, 1.2518], [0.6284, -0.6372, 1.6800], [1.0822, 1.0586, 1.2741]], "lowdin_charge": [0.1015, -0.2584, -0.3655, -0.0573, -0.5869, 0.6293, 0.1642, 0.1881, 0.0861, 0.0989], "gap_ev": 10.92, "smiles": "O=C[C@H](F)CCl", "e_above_lowest_kj_mol": 46.79}

=====

Record 6
{"formula": "C21H43N2OP3Tm", "method": "ωB97M-V/def2-TZVPD", "species": ["Tm", "P", "P", "P", "H", "C", "C", "H", "C", "C", "C", "C", "C", "C", "C", "C", "C", "H", "H", "H", "H", "H", "H", "H", "H", "H", "H", "H", "H", "H", "H", "H", "H", "H", "H", "H", "H", "H", "H", "H", "H", "H", "H", "H", "H", "H", "C", "C", "C", "C", "C", "C", "O", "H", "H", "H", "H", "H", "H", "C", "N", "C", "C", "N", "C", "H", "H", "H", "H", "H", "H"], "coordinates": [[0.0803, -0.8436, -1.3278], [2.1083, -1.8733, 0.3010], [-1.3480, 0.2366, 2.6268], [1.9694, 1.8234, 0.8063], [-1.5937, -1.4532, -3.3842], [-0.5423, -1.1156, -3.4472], [0.5049, -2.0091, -3.1547], [0.2921, -3.0776, -2.9781], [2.0873, -3.6709, -0.0878], [2.3145, -1.9359, 2.1250], [3.8184, -1.3967, -0.1764], [-2.9107, 1.1256, 2.5981], [-1.5982, -1.5444, 2.6433], [-0.1104, 0.7056, 3.8425], [2.9401, 2.7529, -0.4566], [3.1588, 1.9070, 2.2127], [0.8101, 3.1818, 1.2720], [-0.3833, -0.1870, -4.0181], [1.5788, -1.8149, -3.3554], [1.6893, -3.8410, -1.0987], [1.4500, -4.1958, 0.6382], [3.1062, -4.0785, -0.0322], [1.4276, -2.3794, 2.5947], [2.4676, -0.9303, 2.5372], [3.1885, -2.5518, 2.3867], [3.8674, -1.2628, -1.2654], [4.5199, -2.1941, 0.1108], [4.1060, -0.4536, 0.3114], [-3.4377, 1.1085, 3.5646], [-3.5626, 0.6724, 1.8278], [-2.7358, 2.1797, 2.3181], [-1.7938, -1.9282, 3.6508], [-0.7296, -2.0791, 2.2362], [-2.4570, -1.8052, 2.0167], [-0.5624, 1.0242, 4.7855], [0.5125, 1.5282, 3.4764], [0.5508, -0.1408, 4.0617], [3.7811, 3.2887, 0.0099], [2.2882, 3.4665, -0.9808], [3.3268, 2.0305, -1.1885], [3.8288, 2.7684, 2.1008], [3.7597, 0.9883, 2.2141], [2.6386, 1.9821, 3.1750], [1.2280, 4.1532, 0.9748], [0.5808, 3.1974, 2.3437], [-0.1253, 3.0311, 0.7225], [-0.4252, 2.1964, -1.9874], [-1.3433, 3.2749, -2.0777], [-1.1685, 4.2762, -3.0191], [-0.0979, 4.2083, -3.9152], [0.7918, 3.1308, -3.8957], [0.6410, 2.1358, -2.9301], [-0.5894, 1.2797, -1.0150], [-0.8626, 0.6510, 1.3502], [-2.2363, 3.2207, -1.4666], [-1.8625, 5.1207, -3.0699], [0.0423, 4.9931, -4.6499], [1.6185, 3.0480, -4.6025], [1.3684, 1.3173, -2.8477], [-5.1585, -2.6083, -0.5565], [-3.7091, -2.6576, -0.5007], [-2.9527, -3.7734, -0.1433], [-1.6525, -3.4006, -0.2181], [-1.5997, -2.0539, -0.5836], [-2.8856, -1.6279, -0.7238], [-5.5528, -3.3763, -1.2340], [-5.5784, -2.7927, 0.4414], [-5.4564, -1.6194, -0.9196], [-3.4176, -4.7141, 0.0851], [-0.7683, -3.9895, -0.0571], [-3.2347, -0.6286, -0.9966]], "lowdin_spin": [2.0122, -0.0016, 0.0000, 0.0004, 0.0004, 0.0009, -0.0106, -0.0004, 0.0000, -0.0005, -0.0001, 0.0000, 0.0001, 0.0000, 0.0000, 0.0002, -0.0001, -0.0005, -0.0006, 0.0000, 0.0000, 0.0000, 0.0000, 0.0000, -0.0001, 0.0000, 0.0000, 0.0000, 0.0000, 0.0000, 0.0000, 0.0000, 0.0000, 0.0000, 0.0000, 0.0000, 0.0000, 0.0000, 0.0000, 0.0000, 0.0000, 0.0000, 0.0000, 0.0000, 0.0000, 0.0000, 0.0011, 0.0008, 0.0003, 0.0018, -0.0002, 0.0013, -0.0027, 0.0000, 0.0000, 0.0000, 0.0001, -0.0001, 0.0000, 0.0000, 0.0002, 0.0000, 0.0004, -0.0034, 0.0003, 0.0000, 0.0000, 0.0000, 0.0000, 0.0001, 0.0001], "s2": 2.0042, "total_charge": 3, "gap_ev": [4.28, 4.26], "multiplicity": 3}

=====

Record 7
{"formula": "C2H12NO2", "method": "ωB97M-V/def2-TZVPD", "species": ["C", "N", "C", "H", "H", "H", "H", "H", "H", "H", "H", "H", "H", "O", "H", "H", "O"], "coordinates": [[-0.3549, -0.4272, 2.5197], [-0.2909, -0.0685, 1.0382], [0.8215, 0.9215, 0.8100], [0.6142, -0.8829, 2.6855], [-1.0896, -1.2272, 2.6500], [-0.7267, 0.3680, 3.1502], [-0.3125, -0.7633, 0.2826], [-1.1827, 0.4043, 0.8679], [1.7650, 0.4191, 0.9314], [0.6775, 1.4073, -0.1502], [0.6795, 1.7010, 1.5552], [2.4730, 1.8127, -4.0601], [1.4971, 0.8588, -4.9161], [1.9432, 0.9506, -4.0060], [-2.1127, -2.3675, -1.7144], [-2.5951, -1.3307, -0.6323], [-1.8059, -1.7760, -1.0116]], "lowdin_spin": [0.0000, 0.0000, 0.0000, 0.0000, 0.0000, 0.0000, 0.0000, 0.0000, 0.0000, 0.0000, 0.0000, 0.0094, 0.0088, 0.9754, 0.0000, 0.0000, 0.0064], "s2": 0.7531, "total_charge": 2, "gap_ev": [9.94, 2.64], "multiplicity": 2, "e_above_lowest_kj_mol": 17.47}

=====

Table of electronic energy (Eh), in record order: -1069.99796; -1365.85880; -6527.01332; -1697.52517; -751.97314; -3119.01084; -287.82149